1.
# C26H32AsCl2N3O2S6Si2Ta

C26H32AsCl2N3O2S6Si2Ta as an isolated structure in a non-equilibrium geometry (ωB97M-V/def2-TZVPD, the OMol25 dataset).

The calculation puts the HOMO energy (spin up / spin down) at -5.077 / -5.077 eV. Its charge is -1. For the energy above the lowest of the compared OMol25 structures with the same formula, charge and spin, the calculation gives 31.4 kcal per mole. The calculation puts the orbital gap (spin up / spin down) at 6.49 / 6.49 eV.

Last column: Löwdin charge in e.
Atoms and positions in Å:
Ta 0.46808 0.57241 -0.32017  0.555
S -3.39343 -0.80073 2.47700  0.477
C -2.02609 -0.20637 1.73587  -1.799
S -1.13892 1.16612 2.20656  0.506
S -1.34277 -1.03270 0.36819  0.422
S -0.90125 2.60446 -0.72849  0.534
C -2.19788 2.18986 -1.81667  -0.647
C -3.33299 2.98937 -1.90956  -0.046
C -4.34883 2.65698 -2.79370  -0.192
C -5.51354 3.48867 -2.87700  -0.184
N -6.44095 4.16613 -2.93489  0.155
C -4.22544 1.51181 -3.59939  -0.193
C -3.08945 0.72037 -3.50696  -0.047
C -2.06995 1.05251 -2.62064  -0.650
S -0.62603 0.08218 -2.51661  0.495
C -5.25593 1.15144 -4.52905  -0.186
N -6.06726 0.85637 -5.28889  0.154
H -3.42919 3.86832 -1.28734  0.119
H -3.00294 -0.16164 -4.12720  0.118
Cl 1.61858 2.27831 1.12235  0.686
C 3.32444 2.02940 0.69309  -0.562
C 4.24515 2.12210 1.70850  -0.092
C 5.57936 1.93553 1.36288  -0.082
C 5.91948 1.66315 0.04718  -0.121
C 4.93823 1.58175 -0.92897  -0.661
Cl 5.44621 1.22056 -2.55749  0.665
C 3.58185 1.76935 -0.65088  -0.725
S 2.30000 1.69101 -1.82736  0.491
H 3.91708 2.29046 2.72372  0.104
H 6.34769 1.99276 2.12197  0.102
H 6.94991 1.49799 -0.23567  0.098
C 2.37048 -0.36710 -4.51187  -0.262
Si 2.34823 -1.82770 -3.34860  0.250
C 4.09378 -2.55745 -3.35708  -0.237
C 1.06198 -3.04710 -4.01132  -0.235
As 1.81214 -1.40466 -1.08665  0.674
Si 1.78712 -3.56033 -0.13553  0.274
C 3.13268 -3.49299 1.17616  -0.235
C 2.25980 -4.89604 -1.38034  -0.220
C 0.21154 -4.18363 0.69903  -0.226
H 2.55428 -0.76492 -5.51669  0.035
H 3.15652 0.34075 -4.25605  -0.026
H 1.42535 0.17286 -4.51618  -0.008
H 4.12832 -3.49708 -3.91577  0.022
H 4.51510 -2.74951 -2.36945  0.012
H 4.76547 -1.84282 -3.83898  0.014
H 0.43881 -2.53790 -4.74976  0.023
H 0.38440 -3.43224 -3.25002  0.009
H 1.54327 -3.90351 -4.49289  0.025
H 4.09887 -3.23654 0.73654  0.027
H 3.23218 -4.46006 1.67973  0.027
H 2.91455 -2.70648 1.90168  0.001
H 3.08573 -4.64938 -2.04479  0.004
H 1.41408 -5.20336 -1.99566  0.022
H 2.56848 -5.75109 -0.76723  0.032
H -0.56353 -3.43304 0.84754  -0.047
H 0.45734 -4.64983 1.66192  0.028
H -0.23151 -4.97118 0.08496  0.034
O 2.05113 0.71103 3.60174  -0.003
C 1.56036 -0.26388 3.04343  -0.703
O 1.50345 -0.55657 1.80824  -0.270
C 1.00271 -1.36826 3.96450  -0.164
N -0.07034 -2.12700 3.23810  0.078
C -1.02508 -2.63292 4.26240  -0.133
C -1.08500 -1.47335 5.24533  -0.155
C 0.34490 -0.90902 5.27144  -0.109
H 1.81138 -2.08119 4.13933  0.155
H 0.31610 -2.85463 2.64251  0.109
H -0.53628 -1.48801 2.57433  0.043
H -0.58453 -3.53083 4.69955  0.130
H -1.96832 -2.86398 3.77223  0.091
H -1.42565 -1.81113 6.22292  0.113
H -1.78971 -0.73016 4.87014  0.077
H 0.90582 -1.27909 6.12917  0.113
H 0.36110 0.17796 5.30260  0.113

Cartesian forces (eV/Å) of the 6 atoms listed first:
Ta -1.2 0.4 1.4
S 0.0 0.1 0.1
C -0.2 0.0 -0.1
S 0.5 -0.2 -0.6
S -0.3 -0.1 -0.3
S -0.2 0.0 0.0

2.
# C26H32BrInO4

C26H32BrInO4 as an isolated structure in a non-equilibrium geometry (ωB97M-V/def2-TZVPD, the OMol25 dataset).

The calculation puts the HOMO energy (spin up / spin down) at -7.113 / -6.947 eV. For the energy above the lowest of the compared OMol25 structures with the same formula, charge and spin, the calculation gives 13.2 kcal per mole. The calculation puts the orbital gap (spin up / spin down) at 5.78 / 5.94 eV.

Last column: Löwdin charge in e.
Atoms and positions in Å:
O -0.53052 2.82342 -2.70913  -0.106
C 0.15412 1.68936 -3.32198  -0.195
C -0.84804 1.57664 -4.47044  -0.072
H 0.18680 0.83997 -2.62930  0.032
H 1.17324 1.93124 -3.63366  0.112
C -1.54067 2.77161 -3.76642  -0.567
H -1.41342 0.64219 -4.49725  0.104
H -0.44754 1.81897 -5.45615  0.110
C -2.92666 2.47159 -3.23891  -0.019
H -2.98829 1.47164 -2.79644  0.072
H -3.65306 2.53168 -4.06104  0.091
H -3.21661 3.20343 -2.47395  0.096
C -1.53276 4.06473 -4.54991  -0.027
H -0.53955 4.25270 -4.97017  0.088
H -1.82462 4.90007 -3.90114  0.092
H -2.25728 4.00592 -5.36938  0.088
In 1.19420 -1.82954 -1.89529  1.093
C 0.93745 2.26767 1.24820  -0.125
C 1.95455 1.28461 1.08336  -0.111
C 2.53479 1.45392 -0.20446  -0.103
H 2.25399 0.53485 1.80772  0.050
C 1.90076 2.56793 -0.82572  -0.097
C 0.89531 3.05480 0.06172  -0.074
H 0.22665 3.88786 -0.12809  0.102
H 0.31289 2.40822 2.12873  0.086
H 3.32698 0.83924 -0.61984  0.089
H 2.16071 2.99001 -1.79300  0.095
C -2.33962 -1.35152 0.88051  -0.126
C -1.98123 0.02797 0.74461  -0.139
C -1.59858 0.25421 -0.59804  -0.116
H -2.01081 0.78326 1.52085  0.090
C -1.77616 -0.96803 -1.31238  -0.159
C -2.25492 -1.94855 -0.39478  -0.126
H -2.51086 -2.97807 -0.65747  0.099
H -2.62308 -1.85457 1.80608  0.097
H -1.20953 1.18526 -1.00267  0.078
H -1.63324 -1.11005 -2.38764  0.066
O 1.45425 -2.77086 -3.89792  -0.391
C 0.64676 -2.08916 -4.91494  -0.201
C 0.99908 -2.68304 -6.27981  -0.144
H 0.88722 -1.01775 -4.85769  0.100
H -0.41013 -2.24486 -4.65232  0.116
C 2.11428 -3.71107 -6.03870  -0.150
H 1.31737 -1.90498 -6.97718  0.113
H 0.11831 -3.15768 -6.71873  0.112
C 2.28619 -3.82193 -4.52316  -0.136
H 3.04539 -3.37782 -6.50674  0.112
H 1.86629 -4.67881 -6.48004  0.112
H 3.32344 -3.65087 -4.21095  0.123
H 1.93262 -4.79029 -4.14227  0.126
Br 0.33152 -1.01624 2.80865  0.938
C 1.34490 -2.59557 3.06024  -0.561
C 1.57293 -3.04294 4.36464  -0.122
C 2.30101 -4.21536 4.57278  -0.083
C 2.76689 -4.95331 3.48164  -0.078
C 2.52127 -4.51466 2.17887  -0.018
C 1.86419 -3.30202 1.96116  -0.171
C 1.69030 -2.80997 0.55667  -0.635
O 0.74483 -3.29824 -0.17475  -0.126
O 2.49333 -1.93138 0.07626  -0.135
H 1.19286 -2.46215 5.19768  0.097
H 2.49417 -4.55519 5.59110  0.105
H 3.32906 -5.87583 3.63091  0.104
H 2.84190 -5.08264 1.30666  0.124

Cartesian forces (eV/Å) of the 6 atoms listed first:
O -0.1 -0.7 -0.8
C 0.2 -0.1 0.4
C 0.0 0.3 0.3
H 0.1 0.2 -0.2
H 0.0 0.1 0.1
C -0.4 0.1 -0.2

3.
# C26H32BrMoO4

C26H32BrMoO4 as an isolated structure in a non-equilibrium geometry (ωB97M-V/def2-TZVPD, the OMol25 dataset).

Its multiplicity is 3. The calculation puts the HOMO energy (spin up / spin down) at -11.237 / -11.501 eV. Its charge is +1. For the energy above the lowest of the compared OMol25 structures with the same formula, charge and spin, the calculation gives 0.0 kcal per mole. The calculation puts the orbital gap (spin up / spin down) at 7.49 / 7.52 eV.

Last column: Löwdin charge in e.
Atoms and positions in Å:
O -0.11480 -0.00422 -2.25854  -0.228
C 0.91635 -0.49453 -3.19506  -0.111
C 0.40373 0.38790 -4.32318  -0.055
H 0.77066 -1.56620 -3.36671  0.132
H 1.91834 -0.26464 -2.81658  0.108
C -0.71826 0.78707 -3.35175  -0.546
H 0.10777 -0.15748 -5.21536  0.104
H 1.07432 1.20458 -4.57761  0.123
C -2.05839 0.18446 -3.71038  -0.009
H -1.97885 -0.90725 -3.76828  0.102
H -2.37117 0.56306 -4.69127  0.104
H -2.82249 0.45494 -2.97078  0.074
C -0.80567 2.25565 -2.99839  -0.010
H 0.19755 2.67054 -2.84459  0.077
H -1.39755 2.39158 -2.07893  0.071
H -1.29702 2.78398 -3.83060  0.109
Mo 0.05033 -0.08252 0.31015  1.645
C 0.93006 1.69074 1.46095  -0.251
C 1.99961 0.70482 1.38599  -0.196
C 2.45490 0.63960 0.02658  -0.100
H 2.53204 0.25538 2.22715  0.110
C 1.76596 1.66504 -0.71309  -0.104
C 0.79415 2.27365 0.14744  -0.130
H 0.15630 3.11747 -0.10700  0.121
H 0.46994 2.08529 2.36054  0.075
H 3.21812 -0.03442 -0.35493  0.128
H 2.03019 2.00602 -1.70409  0.112
C -1.59964 -0.49069 1.84765  -0.230
C -1.93780 0.73810 1.17342  -0.165
C -2.31547 0.39845 -0.16763  -0.134
H -2.01582 1.72529 1.63317  0.131
C -2.20894 -1.03126 -0.31796  -0.106
C -1.77540 -1.57989 0.92571  -0.099
H -1.64255 -2.64037 1.16033  0.140
H -1.41633 -0.59423 2.91792  0.026
H -2.78418 1.07777 -0.87861  0.108
H -2.45890 -1.59964 -1.21673  0.122
O 0.72175 -1.59440 -7.32097  -0.173
C 0.23433 -0.54125 -8.18773  -0.215
C 0.42838 -0.95133 -9.65769  -0.166
H 0.80040 0.38616 -7.97796  0.114
H -0.81525 -0.34375 -7.92301  0.112
C 1.61173 -1.91550 -9.57011  -0.166
H 0.60867 -0.08903 -10.29212  0.110
H -0.46341 -1.48028 -10.01153  0.115
C 1.39831 -2.55705 -8.18984  -0.185
H 2.54766 -1.34740 -9.57858  0.114
H 1.62794 -2.64834 -10.36949  0.111
H 2.33553 -2.86729 -7.70816  0.116
H 0.76640 -3.45855 -8.29815  0.119
Br 0.45862 0.06829 4.12285  0.947
C 1.19804 -1.63925 4.47701  -0.536
C 1.41892 -1.92074 5.83731  -0.133
C 1.82605 -3.19936 6.23292  -0.053
C 2.04443 -4.21695 5.27023  -0.046
C 1.86189 -3.93139 3.93591  -0.026
C 1.46164 -2.65642 3.51330  -0.134
C 1.42948 -2.64351 2.00953  -0.533
O 1.88846 -3.66871 1.45522  0.030
O 0.95243 -1.64739 1.34206  -0.226
H 1.25150 -1.14445 6.57929  0.097
H 1.96275 -3.39345 7.29671  0.111
H 2.36242 -5.22597 5.58783  0.120
H 2.04403 -4.64470 3.12510  0.126

Cartesian forces (eV/Å) of the 6 atoms listed first:
O 0.7 -0.2 -0.4
C -0.1 -0.3 0.4
C 0.1 0.0 0.3
H 0.3 0.2 0.1
H -0.2 -0.2 -0.1
C -0.5 0.1 -0.1